{
  "formula": "C3H11N4",
  "method": "ωB97M-V/def2-TZVPD",
  "e_above_lowest_kcal_mol": 61.8,
  "homo_energy_ev": [-9.2, -13.5],
  "charge": 1,
  "multiplicity": 3,
  "s2": 2.006,
  "homo_lumo_gap_ev": [6.670, 6.886],
  "species": ["C", "C", "C", "N", "N", "N", "N", "H", "H", "H", "H", "H", "H", "H", "H", "H", "H", "H"],
  "positions_angstrom": [[-1.32131, -1.65231, -0.65287], [1.63976, 1.03530, 1.12117], [-0.01453, 2.51483, 0.19648], [-1.08636, -0.41176, -0.61171], [-0.92957, -2.73917, -0.87998], [0.75254, 1.29962, 0.00719], [-0.99329, -4.05784, -0.64761], [2.21151, 1.91897, 1.32309], [1.12294, 0.65649, 2.06123], [2.34252, 0.17499, 0.94782], [-0.33167, 2.96885, -0.69291], [-0.74081, 2.20046, 0.86374], [0.62959, 3.25618, 0.70658], [0.02587, 0.58381, -0.14214], [1.40311, 1.25193, -0.77940], [-1.76580, 0.06443, -1.19733], [-1.76186, -4.41603, -0.09544], [-1.18263, -4.64878, -1.52792]],
  "atomic_forces_ev_per_a": [[-6.3, 3.4, 2.5], [0.6, -2.6, 2.6], [2.4, 1.5, 0.8], [0.8, 1.4, -0.5], [5.4, -7.8, -2.3], [1.9, 0.1, -0.6], [-1.6, 0.1, -2.6], [0.3, 0.4, 0.3], [0.1, 1.0, -1.2], [-0.6, 0.9, -0.5], [-0.8, 0.2, -1.3], [-2.0, 0.0, 1.1], [-0.4, -0.3, -0.2], [-0.2, -1.4, -0.2], [-0.7, 0.5, -0.5], [0.1, 0.3, -0.1], [-0.2, 0.5, 1.8], [1.1, 1.7, 0.9]]
}